40
Properties=species:S:1:pos:R:3 method="wB97M-V/def2-TZVPD" de_lowest_kcal_mol=0.19 charge=0 fmax_ev_per_a=1.84 total_energy_ha=-4146.56749 orbital_gap_ev="5.946 / 5.728"
Os 0.10 1.20 0.39
S -0.37 8.15 1.88
C -0.39 6.56 1.55
S -0.85 5.90 0.00
C -0.62 4.23 0.39
C -0.16 3.97 1.67
S -0.09 2.35 2.18
S 0.12 5.34 2.69
S -1.05 2.90 -0.62
I 2.93 -3.15 1.16
C 0.89 -2.84 1.04
C 0.03 -3.95 1.14
C -1.33 -3.81 1.13
I -2.52 -5.51 1.29
C -1.91 -2.52 1.01
C -3.29 -2.22 1.05
C -3.72 -0.93 0.96
C -2.78 0.11 0.82
N -1.49 -0.14 0.76
C -1.04 -1.43 0.88
C 0.38 -1.57 0.89
O 1.11 -0.47 0.82
H 0.47 -4.93 1.24
H -4.00 -3.03 1.15
H -4.77 -0.68 0.99
H -3.07 1.14 0.73
Cl 0.74 -3.27 -3.62
C 1.34 -1.84 -2.84
C 0.57 -0.69 -2.84
C 1.05 0.44 -2.18
C 2.28 0.42 -1.54
C 3.07 -0.73 -1.61
C 2.60 -1.86 -2.25
C 2.76 1.56 -0.68
O 3.92 1.89 -0.62
O 1.80 2.20 -0.01
H -0.38 -0.68 -3.35
H 0.48 1.36 -2.24
H 4.03 -0.73 -1.11
H 3.19 -2.77 -2.28

---

41
Properties=species:S:1:pos:R:3 method="wB97M-V/def2-TZVPD" charge=0 fmax_ev_per_a=0.55 multiplicity=5 total_energy_ha=-11918.81981 orbital_gap_ev="7.550 / 5.964"
Pt -0.43 -0.58 -0.70
Br 1.85 6.00 0.17
C 1.78 4.13 0.14
C 2.98 3.38 0.33
Br 4.60 4.28 0.58
C 2.95 2.01 0.32
Br 4.47 0.95 0.59
C 1.72 1.31 0.11
O 1.62 0.05 0.07
C 0.50 2.09 -0.09
O -0.60 1.47 -0.28
C 0.57 3.50 -0.06
Br -1.04 4.43 -0.32
Te -2.80 -1.60 -1.44
C -4.18 -0.43 -0.40
C -5.36 -1.01 0.05
C -6.30 -0.24 0.71
C -6.06 1.12 0.91
C -4.89 1.70 0.46
C -3.94 0.93 -0.19
H -5.55 -2.06 -0.12
H -7.21 -0.69 1.07
H -6.80 1.72 1.43
H -4.70 2.75 0.63
H -3.00 1.38 -0.51
O 0.09 -4.36 -1.90
C 0.50 -3.35 -1.39
O -0.18 -2.68 -0.48
C 1.86 -2.75 -1.75
C 3.03 -3.27 -1.21
C 4.25 -2.66 -1.44
C 4.32 -1.48 -2.16
C 3.14 -0.97 -2.68
C 1.92 -1.60 -2.52
N 3.16 0.34 -3.32
O 4.23 0.86 -3.55
O 2.07 0.88 -3.52
H 2.98 -4.17 -0.60
H 5.15 -3.08 -1.02
H 5.24 -0.95 -2.31
H 1.04 -1.20 -3.03

---

What did the first record say?
40
Properties=species:S:1:pos:R:3 method="wB97M-V/def2-TZVPD" de_lowest_kcal_mol=0.19 charge=0 fmax_ev_per_a=1.84 total_energy_ha=-4146.56749 orbital_gap_ev="5.946 / 5.728"
Os 0.10 1.20 0.39
S -0.37 8.15 1.88
C -0.39 6.56 1.55
S -0.85 5.90 0.00
C -0.62 4.23 0.39
C -0.16 3.97 1.67
S -0.09 2.35 2.18
S 0.12 5.34 2.69
S -1.05 2.90 -0.62
I 2.93 -3.15 1.16
C 0.89 -2.84 1.04
C 0.03 -3.95 1.14
C -1.33 -3.81 1.13
I -2.52 -5.51 1.29
C -1.91 -2.52 1.01
C -3.29 -2.22 1.05
C -3.72 -0.93 0.96
C -2.78 0.11 0.82
N -1.49 -0.14 0.76
C -1.04 -1.43 0.88
C 0.38 -1.57 0.89
O 1.11 -0.47 0.82
H 0.47 -4.93 1.24
H -4.00 -3.03 1.15
H -4.77 -0.68 0.99
H -3.07 1.14 0.73
Cl 0.74 -3.27 -3.62
C 1.34 -1.84 -2.84
C 0.57 -0.69 -2.84
C 1.05 0.44 -2.18
C 2.28 0.42 -1.54
C 3.07 -0.73 -1.61
C 2.60 -1.86 -2.25
C 2.76 1.56 -0.68
O 3.92 1.89 -0.62
O 1.80 2.20 -0.01
H -0.38 -0.68 -3.35
H 0.48 1.36 -2.24
H 4.03 -0.73 -1.11
H 3.19 -2.77 -2.28